# 1
26
Properties=species:S:1:pos:R:3:forces:R:3:nbo_charge:R:1 method="wB97M-V/def2-TZVPD" homo_lumo_gap_ev=4.48 relative_energy_kcal_mol=25.37 lumo_energy_ev=-1.377 e_homo_ev=-5.86
Cl 2.98488 -1.87248 1.67230 -0.18 0.20 -1.00 -0.059
C 2.56883 -1.22261 0.02099 -0.19 1.08 -0.37 -0.378
C 2.04105 0.27346 0.15416 -0.06 0.09 -0.03 -0.443
C 0.96118 0.60233 -0.97606 1.61 -0.15 1.41 -0.224
N -0.20922 -0.29304 -0.68989 -0.96 -0.77 -1.45 -0.302
C -0.87100 -0.24126 0.50359 -1.05 -1.10 0.26 0.093
C -1.99049 -1.13009 0.81349 1.21 -0.44 -2.58 -0.215
C -2.38752 -2.09394 -0.20670 1.65 1.73 -0.20 -0.125
C -1.66683 -2.08909 -1.49271 0.92 1.38 1.09 -0.241
C -0.56775 -1.16729 -1.71684 -2.29 -1.20 1.76 0.052
H 1.79850 -1.89330 -0.45569 0.89 0.57 0.69 0.202
H 3.49529 -1.19543 -0.60757 -0.80 -0.40 0.67 0.221
H 1.62800 0.44411 1.18779 0.19 -0.02 -1.14 0.273
H 2.89136 0.99829 0.04195 -0.74 -0.73 0.08 0.235
H 0.67143 1.68290 -0.98266 0.00 -1.03 0.23 0.272
H 1.45257 0.33136 -1.95072 -1.00 0.13 0.77 0.210
H -0.52492 0.50699 1.27354 -0.21 0.43 -0.30 0.342
H -2.46618 -1.04034 1.81320 0.41 -0.09 -1.00 0.268
H -3.22488 -2.80638 -0.04274 0.79 0.65 -0.14 0.244
H -1.93454 -2.78483 -2.31722 0.19 0.62 0.85 0.246
H -0.00283 -1.13708 -2.67195 -0.48 0.09 1.00 0.240
C -0.91631 3.20338 1.35012 -0.30 0.65 -0.37 -0.194
O -0.40974 2.30427 2.20755 0.21 -1.12 -0.30 -0.959
H -1.93434 3.59398 1.57161 -0.19 -0.18 0.26 0.100
H -0.34665 4.15006 1.21849 0.36 -0.01 0.16 0.101
H -1.03989 2.87603 0.28197 0.03 -0.40 -0.34 0.039



# 2
152
Properties=species:S:1:pos:R:3:forces:R:3:lowdin_charge:R:1 method="wB97M-V/def2-TZVPD" homo_lumo_gap_ev="8.74 / 2.91" s2=0.7540 total_charge=+1 lumo_energy_ev="-2.412 / -8.250" multiplicity=2 e_homo_ev="-11.16 / -11.16"
C 3.79716 2.29570 18.69311 -0.86 -1.99 -0.05 -0.186
C 3.51722 2.78084 17.25969 -0.84 -0.65 0.90 -0.182
C 4.12804 4.15923 17.18362 0.33 -1.85 1.75 -0.134
O 4.58464 4.34179 18.59856 1.08 2.32 -1.42 -0.152
C 3.97707 3.47622 19.55094 -0.57 1.14 -0.99 -0.213
H 4.72706 1.72847 18.73374 0.01 -0.19 -0.18 0.099
H 2.98190 1.64798 19.01546 0.09 -0.25 0.14 0.115
H 2.44633 2.91913 17.11085 -0.12 -0.64 -0.11 0.110
H 3.92486 2.01366 16.60138 -0.15 0.31 -0.45 0.087
H 3.35187 4.83031 16.81576 0.50 0.68 0.47 0.118
H 4.94311 4.03247 16.47110 0.50 1.16 0.50 0.090
H 3.06062 3.92889 19.92950 -0.41 -0.04 -0.15 0.119
H 4.59101 3.33353 20.44021 0.51 0.05 -0.39 0.127
C 12.41095 5.47119 17.53258 -0.92 0.10 0.04 -0.131
C 12.25206 6.83013 16.88667 0.63 0.81 -0.77 -0.155
C 11.67218 6.44287 15.51119 -0.01 1.12 0.63 -0.190
O 10.67028 5.51846 15.88001 -0.55 1.54 -1.91 -0.186
C 11.23514 4.73251 16.84711 0.35 -2.11 0.64 -0.245
H 12.16707 5.49789 18.59461 0.65 0.04 0.06 0.113
H 13.39475 5.06119 17.30425 -0.21 -0.31 0.23 0.113
H 13.15254 7.42636 16.73924 0.33 -0.28 0.23 0.113
H 11.60557 7.45071 17.50718 -0.46 -0.01 -0.42 0.103
H 12.41534 6.00903 14.84216 0.38 -0.48 0.19 0.119
H 11.30215 7.28773 14.93035 -0.65 0.00 0.25 0.118
H 11.55574 3.82599 16.33375 0.38 -0.49 0.27 0.113
H 10.41236 4.44913 17.50349 0.25 -0.09 0.42 0.102
C 12.21991 -0.20098 20.01018 0.56 -1.18 0.14 -0.193
C 10.83626 0.25983 20.02463 -2.25 2.34 -0.50 -0.210
C 9.96419 -0.90650 19.61753 0.50 0.37 0.59 -0.212
O 10.78817 -1.47521 18.61288 0.96 -1.25 0.02 -0.142
C 12.20745 -1.23384 18.92491 -0.38 -0.07 -1.08 -0.175
H 12.37651 -0.82306 20.89143 0.76 0.94 0.62 0.124
H 12.88779 0.62173 19.75487 0.38 -0.31 0.79 0.128
H 10.70359 0.92691 19.17286 0.12 0.60 0.01 0.108
H 10.59902 0.83781 20.91781 -0.36 -0.27 0.09 0.124
H 8.99283 -0.69817 19.16902 0.16 0.49 -0.21 0.109
H 9.70660 -1.47010 20.51425 0.47 -1.07 -0.06 0.115
H 12.71936 -0.87037 18.03388 -0.40 -0.06 -0.36 0.112
H 12.78091 -2.10160 19.25086 -0.59 -0.52 -0.15 0.115
C 7.90874 7.61046 12.68001 0.70 -0.25 0.58 -0.145
C 6.66141 7.87366 13.48252 1.15 3.62 -0.04 -0.216
C 5.94694 6.64426 13.46175 -1.47 -1.80 0.29 -0.260
O 6.97193 5.70632 13.75314 0.81 -1.07 -0.26 -0.151
C 8.24555 6.15484 13.14416 -2.16 1.27 -0.51 -0.116
H 8.73986 8.27876 12.90522 -0.11 0.15 0.01 0.109
H 7.65093 7.74698 11.62977 0.29 -0.54 -0.18 0.112
H 6.14434 8.74805 13.08732 -0.27 -0.02 0.06 0.128
H 6.93311 8.09406 14.51485 -0.01 0.11 0.14 0.126
H 5.39547 6.40484 12.55255 0.34 -0.01 -0.57 0.116
H 5.15356 6.65934 14.20903 0.25 -0.57 0.44 0.128
H 8.44772 5.61463 12.21928 0.35 -0.65 0.52 0.091
H 8.99015 6.13280 13.93989 0.17 -0.30 -0.37 0.101
C 11.88166 0.16304 12.47477 0.13 -0.02 -1.76 -0.156
C 11.33166 -0.73772 13.55552 -0.50 0.35 2.17 -0.131
C 9.98889 -0.07046 13.96747 -0.11 -0.32 -0.96 -0.183
O 9.72031 0.88815 12.94339 -0.60 0.97 -0.96 -0.177
C 10.92813 1.37187 12.32554 1.17 -1.23 2.07 -0.184
H 11.87187 -0.30182 11.48892 0.14 -0.43 0.06 0.107
H 12.90580 0.50590 12.62199 -0.02 -0.18 0.28 0.113
H 12.02906 -0.75426 14.39306 -0.04 0.16 0.20 0.108
H 11.07472 -1.79155 13.44810 0.47 0.04 -1.14 0.097
H 9.86516 0.33123 14.97317 0.68 0.49 0.08 0.108
H 9.17336 -0.79054 13.90050 -0.07 -0.18 -0.13 0.088
H 11.33682 2.19162 12.91637 -0.19 0.35 0.08 0.117
H 10.93587 1.67908 11.27975 -1.10 -0.09 0.08 0.116
C 6.57842 -1.46426 11.40444 1.68 0.56 0.12 -0.133
C 6.42151 -2.88385 11.85882 0.06 -0.57 -0.46 -0.109
C 4.89081 -2.89662 11.82733 1.05 -1.20 1.41 -0.073
O 4.53190 -1.67369 12.41389 -0.60 0.64 0.91 0.130
C 5.57679 -0.70987 12.26427 0.72 -0.95 -1.90 -0.051
H 6.32535 -1.37345 10.34812 -0.09 0.09 -0.09 0.136
H 7.61187 -1.13815 11.52156 -0.12 0.39 0.12 0.137
H 6.87566 -3.11335 12.82276 -0.65 0.47 0.63 0.113
H 6.97566 -3.62313 11.28047 -0.66 0.08 -0.78 0.139
H 4.39205 -3.70378 12.36383 -0.38 0.12 -0.11 0.153
H 4.46437 -2.74724 10.83539 -0.11 -0.37 -0.73 0.184
H 5.98753 -0.42190 13.23198 -0.32 0.30 0.59 0.151
H 5.12079 0.09867 11.69293 -0.27 0.63 0.62 0.154
C 3.13451 2.81906 11.55252 -0.39 0.96 -0.40 -0.134
C 2.03758 3.06614 12.58564 -0.49 -0.34 0.38 -0.157
C 2.85322 3.37136 13.80814 -0.87 -0.18 0.80 -0.263
O 3.89544 4.17534 13.37096 0.07 1.21 -0.65 -0.129
C 4.32041 3.60897 12.11604 1.14 -0.77 1.32 -0.174
H 2.85848 3.20879 10.57272 0.03 -0.43 -0.11 0.103
H 3.37925 1.75700 11.53760 -0.11 -0.02 -0.35 0.093
H 1.31937 2.26295 12.75042 0.28 -0.38 -0.14 0.116
H 1.38785 3.93471 12.47821 0.34 0.22 -0.86 0.120
H 3.25505 2.49388 14.31474 0.04 -0.49 0.04 0.108
H 2.17595 3.87453 14.49824 0.53 0.35 0.41 0.126
H 5.10603 2.93117 12.44994 0.22 -0.61 -0.36 0.088
H 4.89957 4.28908 11.49144 -0.84 0.46 0.01 0.108
C 7.89147 2.83795 15.68303 -0.56 0.50 -0.22 -0.119
C 7.64769 2.17635 17.03436 0.26 0.84 0.75 -0.130
C 7.04567 0.84628 16.61230 0.35 -1.43 1.60 -0.239
O 6.77022 0.91548 15.26784 -1.52 -0.10 -1.65 -0.165
C 6.67409 2.28357 14.91896 1.62 0.28 -1.23 -0.168
H 8.81587 2.44914 15.25594 -0.07 0.03 -0.28 0.106
H 7.93615 3.92704 15.68483 -0.03 -0.03 0.14 0.102
H 6.98935 2.77897 17.66008 -0.74 -0.02 -0.34 0.105
H 8.50539 2.16946 17.70697 0.46 -0.67 -0.43 0.108
H 6.14290 0.56871 17.15641 -0.24 0.30 0.38 0.097
H 7.68765 -0.03228 16.67631 0.51 0.08 0.60 0.112
H 5.73886 2.80236 15.12944 -0.19 -0.27 0.46 0.097
H 6.77485 2.26453 13.83380 0.20 0.46 -0.09 0.108
C 8.33290 6.44031 17.52346 -0.21 -1.01 -0.46 -0.024
O 8.06733 7.70201 18.10897 -0.70 -0.56 0.09 0.031
C 8.85752 8.20133 19.02531 3.64 0.72 0.77 -0.565
O 9.86154 7.72428 19.59928 -3.01 0.35 -1.49 0.069
O 8.54020 9.50833 19.09704 0.14 0.18 1.04 -0.001
C 9.34864 10.29741 19.99461 -0.59 1.29 0.22 -0.045
H 8.89275 5.75870 18.16384 0.39 0.51 0.04 0.089
H 8.78344 6.58575 16.54164 0.37 0.05 0.38 0.087
H 7.41121 5.89678 17.31571 -0.46 0.49 0.28 0.090
H 9.46672 9.88036 20.99472 0.60 -0.59 -0.52 0.099
H 8.85522 11.24239 20.22189 -1.05 -0.21 -0.35 0.084
H 10.21314 10.73588 19.49612 0.60 -1.12 0.07 0.097
C 8.49163 3.12642 11.07194 -0.14 -0.22 -0.45 -0.047
O 7.15743 3.38252 10.58431 -0.89 0.33 -1.31 -0.053
C 6.83728 3.17548 9.24145 -1.66 -0.33 1.95 -0.510
O 7.53611 2.80062 8.36171 0.55 0.08 -0.20 0.165
O 5.45456 3.34579 9.15645 2.20 -0.07 1.44 -0.068
C 4.74798 2.99776 7.98033 -0.74 0.01 0.57 -0.048
H 9.20211 3.80402 10.59848 0.15 -0.50 -0.44 0.105
H 8.66105 2.05366 10.97923 0.52 0.22 -0.40 0.080
H 8.58753 3.33612 12.13727 -0.86 0.15 0.01 0.081
H 4.87095 1.95787 7.67767 1.02 0.27 -0.59 0.098
H 4.86784 3.81851 7.27315 -0.02 -0.68 -0.51 0.109
H 3.71947 2.93600 8.33592 -0.20 0.65 -0.13 0.078
C 5.01056 -1.70347 15.74298 1.82 1.39 1.06 -0.062
O 4.10647 -2.76296 15.69881 -0.64 -0.04 -0.40 0.044
C 4.54368 -3.92535 15.28221 -0.57 -2.74 -0.86 -0.543
O 5.67871 -4.24822 14.95735 -1.70 0.70 0.40 0.100
O 3.41291 -4.76703 15.21299 2.21 0.06 0.18 -0.023
C 3.70260 -6.17432 14.91334 -0.59 -0.33 -0.10 -0.037
H 5.41165 -1.59799 16.75100 -0.29 -0.11 0.30 0.103
H 4.57660 -0.73065 15.51189 -0.52 -0.39 -0.25 0.099
H 5.93899 -1.81353 15.18261 -0.31 -0.48 -0.60 0.080
H 4.39172 -6.69449 15.57865 0.62 0.84 -0.09 0.099
H 3.93427 -6.32696 13.85924 0.51 0.32 0.11 0.086
H 2.81540 -6.79079 15.05806 -0.60 0.81 0.12 0.090
C 8.82748 -3.28536 15.65991 -0.35 0.09 0.85 -0.038
O 9.16577 -3.49589 14.29901 0.08 -0.77 -0.59 -0.046
C 9.37009 -4.74348 13.78572 -0.35 -1.14 2.74 -0.593
O 9.28919 -5.81470 14.37929 -0.03 2.13 -1.06 0.126
O 9.70282 -4.54722 12.54097 -0.10 -0.43 -1.88 -0.010
C 9.79319 -5.71788 11.68135 0.64 0.63 -0.40 -0.006
H 7.83923 -3.65444 15.93419 -0.07 -0.18 -0.45 0.075
H 8.81541 -2.19957 15.75493 0.13 -0.05 0.14 0.075
H 9.51509 -3.70743 16.39281 0.37 -0.02 -0.39 0.106
H 10.58211 -6.37872 12.04051 -0.51 -0.24 0.18 0.104
H 10.12382 -5.34124 10.71340 0.11 0.27 0.16 0.091
H 8.82493 -6.17385 11.47478 0.05 -0.21 0.71 0.098



# 3
27
Properties=species:S:1:pos:R:3:forces:R:3:nbo_charge:R:1 method="wB97M-V/def2-TZVPD" homo_lumo_gap_ev=10.02 relative_energy_kcal_mol=60.61 lumo_energy_ev=0.486 e_homo_ev=-9.54 smiles="NCC(=O)NCCO.O.O.O"
N 0.63253 -2.02071 2.51196 -0.91 -0.30 0.40 -0.833
C 0.17519 -1.92058 1.14376 0.62 2.89 -0.83 -0.300
C 0.05955 -0.38990 0.61993 -0.33 -0.36 -1.62 0.669
O 0.43156 0.59634 1.22085 0.84 0.02 2.18 -0.679
N -0.33379 -0.09996 -0.65396 -1.59 -1.85 -1.20 -0.613
C -1.18519 -0.82749 -1.67272 4.40 1.03 -0.37 -0.232
C -2.47595 -0.17049 -1.81261 -1.84 -2.07 1.00 -0.099
O -3.12515 -0.32693 -0.53788 -0.30 1.30 0.05 -0.732
H 0.44288 -1.33662 3.28000 -0.46 -0.44 -1.82 0.391
H 1.57921 -1.99746 2.35500 2.94 -0.04 0.70 0.349
H 0.81267 -2.45575 0.38377 0.07 0.60 1.17 0.212
H -0.71552 -2.41996 1.01925 -2.53 -0.70 -0.24 0.206
H -0.30909 0.87126 -0.92975 0.46 0.13 0.68 0.393
H -0.54239 -0.63577 -2.57190 -0.86 -0.57 0.13 0.201
H -1.17621 -1.88057 -1.50840 -0.35 -0.69 0.39 0.207
H -2.34765 0.78528 -2.26126 -0.33 1.25 0.24 0.180
H -3.12724 -0.77284 -2.44659 0.19 0.18 -0.56 0.191
H -3.10485 0.49977 -0.02964 0.08 -0.22 -0.23 0.487
O 4.03753 0.89680 0.61824 -1.07 1.59 0.56 -0.956
H 4.23127 -0.01096 0.49441 0.18 -1.38 -0.16 0.468
H 3.11707 0.93600 0.96208 0.77 -0.21 -0.28 0.488
O -2.36416 2.67143 1.59491 -0.19 -1.57 0.42 -0.957
H -1.86030 1.92505 1.99959 -0.32 1.02 -0.51 0.484
H -1.75207 3.38992 1.50320 0.60 0.40 -0.02 0.474
O 2.61795 1.52571 -1.93872 -1.40 0.21 -0.47 -0.941
H 3.44305 1.15662 -2.18564 1.18 -0.65 -0.46 0.466
H 2.83908 2.01184 -1.15786 0.13 0.41 0.83 0.476



Q: Which electronic energy values were calculated for the entries above? A: -25615.733; -87988.206; -17624.093, in eV.